A molecular structure, C48H57IN7P4SeSn in a non-equilibrium geometry. Source: the Open Molecules 2025 dataset; level of theory: ωB97M-V/def2-TZVPD.

Calculated total energy, hartree: -6525.316525
HOMO-LUMO gap, eV: 6.765
HOMO level, eV: -9.90
E_LUMO, hartree: -0.11503
Net charge: +1

Cartesian coordinates (Å):
Sn: -0.006 0.630 0.501
C: -0.492 -3.811 -1.820
P: 0.865 -2.580 -1.569
C: 2.245 -3.777 -1.269
C: 1.241 -2.215 -3.355
C: 0.065 -1.481 -3.976
P: -0.321 0.086 -3.051
C: 0.705 1.247 -4.062
C: -1.960 0.415 -3.833
H: -0.296 -4.438 -2.691
H: -1.442 -3.296 -1.948
H: -0.570 -4.442 -0.937
H: 2.260 -4.563 -2.023
H: 2.127 -4.234 -0.288
H: 3.191 -3.241 -1.293
H: 1.446 -3.150 -3.889
H: 2.144 -1.596 -3.400
H: -0.827 -2.111 -3.926
H: 0.258 -1.246 -5.027
H: 0.615 1.034 -5.126
H: 1.749 1.154 -3.764
H: 0.384 2.272 -3.882
H: -1.907 0.258 -4.909
H: -2.265 1.439 -3.630
H: -2.698 -0.261 -3.404
Se: 6.374 4.492 -2.696
N: 6.121 2.888 -2.030
C: 4.839 2.724 -1.766
C: 4.281 1.562 -1.136
C: 5.046 0.460 -0.742
C: 4.421 -0.587 -0.099
C: 3.060 -0.492 0.170
N: 2.336 0.544 -0.195
C: 2.902 1.555 -0.854
C: 2.048 2.636 -1.298
N: 0.734 2.491 -1.127
C: -0.080 3.433 -1.560
C: 0.362 4.603 -2.171
C: 1.720 4.794 -2.332
C: 2.590 3.784 -1.909
C: 4.012 3.845 -2.100
N: 4.666 4.868 -2.615
H: 6.106 0.462 -0.944
H: 4.972 -1.460 0.211
H: 2.528 -1.264 0.702
H: -1.135 3.247 -1.396
H: -0.352 5.341 -2.499
H: 2.124 5.687 -2.786
I: -0.244 2.910 2.036
C: -4.182 -2.281 1.212
P: -2.531 -1.479 0.951
C: -3.007 0.191 1.568
C: -3.364 1.083 0.554
C: -3.891 2.325 0.852
C: -4.040 2.707 2.175
C: -3.645 1.851 3.188
C: -3.135 0.597 2.890
C: -1.630 -2.353 2.289
C: -0.394 -2.877 1.918
C: 0.382 -3.577 2.821
C: -0.070 -3.761 4.116
C: -1.311 -3.274 4.488
C: -2.096 -2.584 3.580
P: -3.861 -4.077 0.775
C: -4.958 -4.847 2.028
C: -4.373 -5.725 2.932
C: -5.124 -6.298 3.942
C: -6.471 -5.995 4.054
C: -7.061 -5.115 3.159
C: -6.310 -4.541 2.150
C: -4.882 -4.154 -0.738
C: -4.689 -3.174 -1.709
C: -5.392 -3.214 -2.897
C: -6.282 -4.248 -3.138
C: -6.449 -5.249 -2.194
C: -5.748 -5.208 -1.002
H: -4.936 -1.822 0.570
H: -4.501 -2.193 2.252
H: -3.245 0.772 -0.478
H: -4.184 3.003 0.063
H: -4.447 3.678 2.411
H: -3.740 2.162 4.219
H: -2.828 -0.060 3.690
H: -0.057 -2.745 0.897
H: 1.337 -3.984 2.523
H: 0.532 -4.300 4.830
H: -1.677 -3.445 5.488
H: -3.072 -2.243 3.888
H: -3.320 -5.951 2.836
H: -4.659 -6.978 4.641
H: -7.061 -6.444 4.840
H: -8.110 -4.875 3.256
H: -6.776 -3.859 1.452
H: -3.983 -2.372 -1.522
H: -5.248 -2.440 -3.639
H: -6.838 -4.278 -4.063
H: -7.129 -6.066 -2.389
H: -5.879 -5.991 -0.267
C: 0.005 0.229 5.313
N: 1.373 0.310 4.829
C: 2.267 0.991 5.743
C: 1.636 0.048 3.534
N: 0.740 -0.354 2.696
N: 2.944 0.158 3.015
C: 3.933 -0.739 3.581
C: 3.383 1.519 2.767
H: 0.006 0.396 6.386
H: -0.413 -0.761 5.121
H: -0.622 0.997 4.849
H: 2.311 0.460 6.697
H: 1.892 2.003 5.922
H: 3.273 1.067 5.352
H: -0.168 -0.468 3.132
H: 4.348 -0.418 4.545
H: 4.753 -0.820 2.866
H: 3.482 -1.721 3.713
H: 3.148 2.215 3.577
H: 2.902 1.883 1.858
H: 4.458 1.512 2.606